1.
Entry from the OMol25 dataset: a structure of composition C28H46BrN3P2RuS at a distorted geometry (ωB97M-V/def2-TZVPD).

XYZ file:
```
82
Properties=species:S:1:pos:R:3:forces:R:3
C -4.905237 1.194459 -2.958534 0.30 -0.69 -1.21
C -4.029078 0.097678 -2.949615 -0.16 0.14 -0.05
C -3.594679 -0.534885 -4.116901 -0.86 0.78 -0.11
C -4.128393 -0.052769 -5.312582 0.07 -0.32 -1.88
N -5.003476 0.947389 -5.331321 1.45 -1.09 3.62
C -5.397166 1.561792 -4.212645 -1.12 1.36 -0.98
C -3.610013 -0.400065 -1.698221 0.04 -0.83 2.90
C -3.452547 -0.796325 -0.547429 1.17 0.17 -1.17
C -2.678995 -1.322396 0.590324 -0.04 0.19 -0.64
C -2.051958 -0.449477 1.479155 -0.08 0.10 1.40
C -1.097366 -0.964771 2.456420 -0.83 -0.95 -1.01
C -0.611660 -2.283780 2.169734 0.09 -0.45 2.37
C -1.392524 -3.209357 1.496016 -0.08 0.02 -0.29
C -2.456284 -2.715545 0.711726 0.73 0.16 -0.09
Ru 0.939989 -0.589922 1.690526 1.07 -0.46 -1.52
P 0.585327 0.970774 -0.085985 0.77 1.47 -1.61
H -2.914253 -1.385024 -4.098912 -0.23 0.28 -0.23
H -5.209214 1.694735 -2.041229 -0.13 -0.03 -0.41
H -3.837143 -0.487303 -6.269864 -0.11 0.04 0.06
H -6.116779 2.378205 -4.333057 0.11 -0.17 0.07
H -3.028880 -3.391859 0.083223 0.00 -0.03 0.26
H -2.382233 0.612757 1.549497 0.23 -1.03 -0.09
H -1.201801 -4.277889 1.591957 0.02 0.21 -0.28
H -1.092466 -0.677768 3.511075 0.47 0.28 -0.45
C 2.098730 2.043961 -0.317319 0.16 -0.21 0.52
C 2.291975 2.798713 -1.641670 0.03 0.15 -0.37
H 2.967626 1.395517 -0.126781 -0.16 0.27 0.03
H 2.064013 2.765294 0.514614 0.06 -0.28 -0.13
H 3.219066 3.384264 -1.579633 -0.13 -0.26 0.10
H 2.395653 2.140624 -2.514377 0.01 0.06 0.29
H 1.502510 3.528423 -1.858748 0.32 -0.36 0.13
C 0.272632 0.327040 -1.800300 0.19 -0.80 0.58
C -0.387335 1.280509 -2.787315 -0.25 0.35 -0.32
H -0.344944 -0.576718 -1.670303 0.16 0.12 -0.19
H 1.256541 0.011381 -2.173702 -0.33 0.00 0.09
H -0.470121 0.800916 -3.769622 0.09 -0.08 0.21
H -1.407819 1.541179 -2.476571 0.26 0.01 -0.06
H 0.184924 2.204865 -2.948779 -0.27 -0.50 0.07
C -0.757546 2.220772 0.107319 -0.28 -0.59 0.73
C -0.619344 3.576274 -0.587935 0.07 0.33 -0.16
H -0.854112 2.356473 1.196089 -0.17 0.15 -0.28
H -1.663642 1.704906 -0.239112 0.04 0.16 0.14
H -1.502855 4.175747 -0.348579 0.11 -0.07 0.09
H 0.263407 4.136029 -0.253483 -0.31 -0.16 -0.03
H -0.587211 3.503433 -1.682259 -0.02 0.04 0.56
Br 1.114937 -2.907984 3.460516 -2.67 1.09 -1.68
P 2.382018 -2.051934 0.065532 -0.43 0.80 0.22
C 3.255203 -1.408600 -1.409666 -0.27 0.45 -0.30
C 4.651145 -1.970323 -1.676313 0.33 -0.25 -0.02
H 3.307669 -0.313724 -1.292709 0.05 -0.35 -0.13
H 2.621481 -1.616753 -2.283570 0.02 0.11 0.24
H 5.055455 -1.488454 -2.573448 -0.09 -0.06 0.19
H 5.349179 -1.772583 -0.856926 -0.10 -0.01 -0.25
H 4.641040 -3.048833 -1.874444 -0.06 0.21 0.10
C 3.669683 -2.646795 1.201446 -0.06 0.39 0.51
C 3.877534 -4.153762 1.179361 0.35 -0.44 0.08
H 3.376909 -2.312576 2.209530 0.28 -0.13 -0.38
H 4.594042 -2.107689 0.952089 -0.28 -0.12 0.08
H 4.462466 -4.423325 2.066665 -0.09 -0.06 -0.24
H 2.934789 -4.714638 1.218836 0.27 0.11 -0.01
H 4.457910 -4.459555 0.297335 -0.28 0.01 0.25
C 1.196964 -3.335761 -0.476764 -0.34 -0.16 0.17
C 1.669870 -4.337273 -1.530661 0.15 -0.22 -0.11
H 0.305163 -2.799341 -0.839179 0.29 0.02 0.01
H 0.854245 -3.852412 0.428744 0.26 0.03 -0.13
H 0.846549 -5.020407 -1.770934 0.13 0.17 0.05
H 1.963616 -3.842191 -2.460760 0.03 -0.10 0.14
H 2.496758 -4.959140 -1.172013 -0.11 0.21 -0.11
C -0.779537 4.355437 4.062309 -0.12 0.43 0.43
N 0.303842 3.401842 3.854407 0.00 -1.86 -1.37
C 0.033983 2.111439 3.590828 0.11 1.70 1.09
S 1.433050 1.207446 3.036770 -0.05 -0.30 -0.12
N -1.151548 1.637109 4.041513 0.41 -0.39 -1.19
C -1.563945 1.766416 5.432244 -0.70 0.57 0.67
H -1.556155 4.245285 3.284414 0.38 -0.03 0.32
H -0.330947 5.343581 4.011186 -0.21 0.08 0.10
H -1.225968 4.194854 5.051365 0.13 0.35 -0.33
H 1.225812 3.718554 3.525891 -0.55 0.05 0.60
H -1.693344 0.967132 3.501809 0.75 0.41 0.32
H -2.371929 2.505868 5.516129 0.19 -0.27 0.25
H -1.946722 0.788536 5.745009 0.15 0.27 0.12
H -0.716535 2.062299 6.068569 -0.31 -0.18 -0.27
```
Forces are in eV/Å.

Values from the calculation:
Gap between HOMO and LUMO (spin up / spin down)   7.11 / 5.26 eV
HOMO level (spin up / spin down)   -19.4 / -19.6 eV
2S+1   5
⟨S²⟩   6.052
Net charge   +4


2.
Entry from the OMol25 dataset: a structure of composition C35H32INO5PtS at a distorted geometry (ωB97M-V/def2-TZVPD).

XYZ file:
```
76
Properties=species:S:1:pos:R:3:forces:R:3
Pt -0.149012 0.689186 -0.893998 -0.46 -0.21 -0.12
O 1.847413 0.880966 -1.043099 0.14 -0.01 0.73
C 2.581761 0.651495 0.141543 -0.28 -0.34 -0.50
C 2.116526 1.408601 1.422781 -0.38 -0.37 0.25
C 0.703689 1.292754 2.018362 -0.04 -0.15 0.33
C 0.221220 2.290244 2.894918 0.28 -0.52 -0.28
C -1.090673 2.179829 3.311456 0.26 0.45 0.33
C -1.883203 1.117620 2.941096 -0.38 -0.30 -0.53
C -1.331775 0.161714 2.107429 -0.60 -0.25 0.09
C -2.092503 -1.016129 1.559356 0.20 -0.34 0.09
C -2.589923 -0.815080 0.071725 -0.13 0.66 -0.48
O -2.149949 0.373076 -0.529945 0.24 -0.24 0.34
C -2.157900 -2.019078 -0.767976 0.15 -0.22 0.41
C -3.018733 -2.826336 -1.426737 -0.24 -0.42 -0.48
C -2.606232 -3.989819 -2.125755 -0.57 -0.42 -0.10
C -1.264221 -4.373090 -2.068195 0.53 0.17 -0.06
C -0.330013 -3.583017 -1.472995 -0.34 0.08 0.04
C -0.682555 -2.267331 -0.872006 0.25 0.52 0.73
C -4.130875 -0.727539 0.086052 -0.05 0.24 -0.32
C -4.939213 -1.688899 0.680327 0.23 -0.82 0.60
C -6.330373 -1.689640 0.572885 0.10 -0.14 -0.01
C -6.948439 -0.630867 -0.093164 -0.29 -0.16 -0.09
C -6.157400 0.345248 -0.678168 0.56 0.07 -0.35
C -4.755575 0.281438 -0.632606 -0.90 -0.17 0.44
N -0.072654 0.241627 1.696256 1.22 0.63 -0.52
C 2.744414 -0.868597 0.362357 0.46 -0.54 0.18
C 3.190541 -1.631442 -0.726880 -0.26 -0.71 0.34
C 3.357481 -3.017840 -0.654933 0.23 0.33 0.09
C 3.131420 -3.688539 0.545984 -0.25 0.32 -0.35
C 2.751214 -2.941029 1.647568 -0.06 0.32 0.30
C 2.586636 -1.550273 1.574842 -0.20 0.14 -0.29
C 3.975537 1.233429 -0.176665 0.49 0.12 -0.02
C 4.039289 2.313749 -1.058704 0.36 -0.73 0.52
C 5.252474 2.850043 -1.437514 -0.36 0.49 -0.02
C 6.455725 2.392214 -0.927958 -0.63 -0.82 0.26
C 6.410233 1.323152 -0.037270 0.04 -0.15 0.32
C 5.178183 0.757051 0.343815 0.37 0.19 0.20
H 2.263119 2.447019 1.173314 0.01 0.51 0.14
H 2.838260 1.148564 2.213101 -0.08 0.16 -0.08
H 0.810853 3.164437 3.180378 -0.12 -0.35 -0.34
H -1.532464 2.962437 3.905556 0.03 0.24 0.19
H -2.941882 1.089622 3.183856 0.16 -0.10 0.09
H -2.949159 -1.296233 2.177345 0.10 0.32 0.12
H -1.405854 -1.870492 1.612601 -0.14 0.16 -0.06
H -4.066702 -2.608783 -1.427299 -0.40 0.12 0.02
H -3.319601 -4.669419 -2.634459 0.34 0.72 0.41
H -0.980432 -5.293575 -2.541173 0.25 -0.38 -0.17
H 0.720517 -3.820501 -1.474737 0.19 -0.22 -0.02
H -0.251304 -2.194894 0.158429 0.08 -0.03 -0.70
H -4.414744 -2.500747 1.213928 -0.53 0.26 -0.30
H -6.919978 -2.548120 0.933799 0.33 0.58 0.04
H -8.040106 -0.584987 -0.200343 0.45 -0.08 0.08
H -6.606462 1.138345 -1.268016 -0.09 0.01 0.16
H -4.142154 1.003481 -1.126550 0.26 0.31 -0.25
H 3.367004 -1.136893 -1.656124 0.05 0.35 -0.48
H 3.701462 -3.589957 -1.521596 -0.19 0.30 0.15
H 3.185130 -4.771781 0.567595 0.11 0.06 0.21
H 2.559974 -3.428232 2.595257 0.00 -0.07 0.05
H 2.277387 -0.996247 2.463418 0.04 -0.25 -0.23
H 3.120970 2.704614 -1.417140 -0.64 0.35 -0.40
H 5.178070 3.681435 -2.116460 0.38 0.27 -0.22
H 7.389600 2.817982 -1.223810 0.47 0.24 -0.15
H 7.354253 0.933343 0.373417 -0.53 0.11 -0.10
H 5.165770 -0.029285 1.101252 0.03 0.00 -0.33
C -1.088996 4.871098 -1.111605 -0.16 0.42 -0.30
S 0.248737 4.288484 -0.081246 -1.15 0.81 1.07
O 1.486810 4.614769 -0.736541 0.65 -0.04 -0.59
O 0.084688 4.979437 1.207240 0.01 -0.22 -0.39
O -0.024194 2.856531 0.065786 -0.18 -0.67 -0.31
H -1.041209 5.970631 -1.208155 0.26 -0.49 -0.03
H -2.052807 4.637946 -0.648614 0.29 -0.22 0.05
H -1.019078 4.369143 -2.086120 -0.01 0.18 0.26
I -1.029097 1.759182 -3.624163 0.21 -0.12 0.36
C -0.068442 -1.130406 -1.737826 -0.20 -0.09 0.06
H -0.693758 -1.084178 -2.632757 0.26 0.07 -0.14
H 0.973251 -1.342678 -2.005699 -0.23 0.02 0.07
```
Forces are in eV/Å.

Values from the calculation:
Gap between HOMO and LUMO (spin up / spin down)   6.05 / 6.77 eV
HOMO level (spin up / spin down)   -1.6 / -2.3 eV
2S+1   3
⟨S²⟩   2.043
Net charge   -2


3.
Entry from the OMol25 dataset: a structure of composition C32H42BN5O5PbS at a distorted geometry (ωB97M-V/def2-TZVPD).

XYZ file:
```
87
Properties=species:S:1:pos:R:3:forces:R:3
Pb 12.600584 12.666501 8.587601 -0.07 -0.73 0.56
O 15.441940 9.320999 8.657643 0.33 0.00 0.02
C 14.876991 10.360682 8.465776 -0.23 0.28 -0.22
N 13.496728 10.582315 8.566696 -0.16 -0.59 -0.41
C 12.703886 9.417709 8.576578 1.61 -0.51 0.20
O 13.113600 8.275978 8.405479 -0.94 1.63 0.07
C 11.263096 9.654891 8.907761 -0.21 0.03 0.01
C 10.518338 8.508075 9.093041 -0.74 0.38 0.19
C 9.152730 8.637169 9.352593 0.12 -1.04 -0.50
C 8.625043 9.906503 9.356086 1.35 0.24 0.79
C 9.466107 11.013423 9.258337 -0.92 0.09 -1.04
N 10.772232 10.907089 9.002356 -0.11 -0.37 -0.01
C 15.696475 11.602107 8.143206 -1.60 0.31 1.21
C 17.029303 11.493868 7.853318 0.99 -0.95 0.42
C 17.801409 12.623315 7.780869 -1.06 2.20 -0.01
C 17.218122 13.894643 8.003343 -1.78 -2.24 -0.12
C 15.838850 13.887847 8.266401 -0.87 1.21 0.65
N 15.065729 12.786729 8.387475 2.05 -0.42 -0.98
H 11.062837 7.588739 9.014721 -0.10 -0.44 -0.02
H 8.487454 7.756599 9.456239 0.63 0.64 0.05
H 7.621449 10.051205 9.606425 -1.48 0.29 0.01
H 8.940088 11.985125 9.191021 0.91 -0.28 0.38
H 17.549821 10.523232 7.849266 -0.78 0.35 -0.34
H 18.815386 12.582983 7.506412 1.21 -0.23 -0.07
H 17.729692 14.813128 7.945635 0.65 0.78 -0.05
H 15.248298 14.832320 8.467595 1.06 -0.90 -0.34
C 13.050362 11.195464 11.715312 -0.60 0.35 0.14
C 12.982036 11.317416 13.256232 1.87 -0.50 0.44
N 12.974635 12.714547 13.616734 -0.29 -0.73 1.15
C 14.063510 13.366941 12.965376 -0.10 1.26 -0.23
C 13.656287 13.607529 11.495296 0.48 -0.78 0.28
N 12.672013 12.508864 11.096074 -0.08 1.29 0.23
C 11.388748 12.924130 11.734685 -0.42 -0.88 1.21
C 11.692677 13.234963 13.282429 -0.76 0.66 -0.71
H 12.364873 10.421711 11.316648 0.63 0.35 0.12
H 14.072190 11.037861 11.466378 0.71 -0.59 -0.69
H 13.900162 10.897906 13.763205 -0.89 0.01 -0.85
H 12.150349 10.790833 13.670526 -0.73 -0.14 0.31
H 14.967168 12.777574 13.116554 0.01 -0.04 -0.30
H 14.234650 14.340257 13.437028 0.10 -0.07 0.00
H 14.529151 13.638458 10.857417 0.22 -0.39 -0.37
H 13.202012 14.596151 11.399413 -0.44 -0.24 -0.08
H 10.659831 12.096287 11.613055 0.40 0.44 0.06
H 10.984251 13.812031 11.272152 -0.04 0.27 -0.37
H 10.976859 12.862893 14.030660 -0.12 -0.25 -0.74
H 11.665274 14.314008 13.418284 0.22 0.21 0.00
C 16.323011 21.418123 9.036579 -1.59 -0.13 0.12
C 15.731982 20.154542 9.691477 1.51 -0.77 0.70
C 15.882291 20.238366 11.260255 -0.23 0.44 -0.81
C 16.687506 19.004578 9.189430 0.31 -0.33 1.11
C 14.248351 19.917846 9.399124 1.09 -0.80 -0.50
C 13.629520 20.758628 8.494269 -1.53 -0.78 0.28
C 12.288332 20.613247 8.118410 -0.80 -0.37 0.84
C 11.614916 19.598913 8.763042 -0.07 -0.98 -0.26
O 10.285398 19.107421 8.549477 0.42 0.92 -0.20
B 10.223344 17.922698 9.213975 0.24 0.08 -0.51
O 11.384599 17.637323 9.868650 -0.21 -1.00 0.58
C 12.270652 18.667089 9.585091 -0.99 0.51 -0.73
C 13.585041 18.764182 9.908098 0.77 0.54 0.37
H 17.332343 21.538367 9.350390 0.85 0.04 0.15
H 15.772962 22.311484 9.347240 0.06 0.01 -0.10
H 16.272265 21.325618 7.948890 0.19 0.14 0.07
H 16.926213 20.374534 11.593042 -0.40 -0.22 -0.32
H 15.454766 19.324986 11.706487 0.23 0.52 0.09
H 15.325045 21.141091 11.572778 0.11 -0.56 0.20
H 17.739091 19.242801 9.462981 -0.70 0.09 -0.07
H 16.714420 18.773093 8.142689 -0.38 0.50 -0.87
H 16.515199 18.018704 9.635116 -0.33 0.16 0.40
H 14.141387 21.545312 8.040332 0.88 1.05 -0.44
H 11.767981 21.286640 7.448674 0.22 -0.02 -0.07
H 14.087130 18.013848 10.540757 -0.29 0.54 -0.42
C 6.338551 18.679845 6.761266 -1.41 0.42 1.27
C 7.426612 18.624385 7.836045 -0.09 1.85 0.41
S 7.948123 16.976371 8.019492 0.41 -0.51 1.34
O 9.143478 17.004361 9.091153 0.39 0.28 0.32
C 8.747381 16.395225 6.549709 -0.66 0.41 0.17
C 9.816574 17.276755 5.984663 0.20 0.57 -1.30
H 5.988326 19.741014 6.689123 -0.15 -1.02 0.43
H 5.501533 17.941797 6.981297 0.85 1.18 -0.41
H 6.741112 18.522361 5.797940 0.53 -0.61 -1.11
H 7.087592 18.916720 8.868305 -0.09 -0.45 -0.92
H 8.236526 19.340227 7.627285 -0.04 -0.60 -0.13
H 7.862298 16.270517 5.912610 0.31 -0.23 -0.28
H 9.053724 15.429542 6.928208 0.26 -0.48 -0.34
H 9.375885 18.258018 5.711607 0.37 -0.52 0.04
H 10.250208 16.829437 5.057843 -0.42 0.29 0.71
H 10.632358 17.470042 6.670220 0.11 -0.11 0.13
```
Forces are in eV/Å.

Values from the calculation:
Gap between HOMO and LUMO   7.75 eV
HOMO level   -12.8 eV
Net charge   +2